Molecular formula: C6H12Ag2BBr6F4
Method: DFT, wB97M-V/def2-TZVPD

Structure (XYZ):
```
31
Properties=species:S:1:pos:R:3:forces:R:3:lowdin_charge:R:1
Ag -2.7519 -4.1089 2.1882 -0.20 -0.18 -0.36 0.93
Ag 0.8854 -2.5185 3.5473 0.58 0.44 0.02 0.84
B -1.3207 -1.6769 1.9220 0.54 1.40 -2.16 -1.29
F -2.0951 -0.8326 1.1658 -0.29 -0.61 0.87 0.18
F -0.0783 -1.0328 2.1475 -0.16 -0.20 0.48 0.01
F -1.8509 -2.1545 3.1386 -0.24 0.13 0.52 0.06
F -1.0214 -2.8529 1.1667 -0.12 -0.57 0.23 0.03
Br -2.7925 0.9844 -3.3924 0.01 -0.09 -0.03 0.64
C -2.4283 -0.9013 -3.5868 0.70 -0.89 0.00 -0.70
C -1.9454 -1.5114 -2.2632 -0.57 0.64 -0.19 -0.71
Br -2.3112 -3.4240 -2.1751 0.12 -0.02 -0.04 0.61
H -1.6170 -1.0451 -4.2990 -0.12 0.38 -0.17 0.06
H -3.2932 -1.3973 -4.0149 -0.25 0.15 0.31 0.04
H -2.4707 -1.0816 -1.4206 0.00 0.01 0.12 0.02
H -0.8798 -1.3460 -2.1518 0.02 -0.19 0.14 0.03
Br 0.4351 1.3951 -1.3046 -0.03 0.23 0.44 0.57
C -0.4476 2.6126 0.0016 0.31 -1.03 -0.54 -0.63
C 0.1811 3.9854 -0.0324 -0.76 -0.21 -0.88 -0.64
Br -0.1131 4.8237 -1.8053 -0.04 -0.14 0.61 0.59
H -0.3374 2.0541 0.9306 0.23 0.44 0.20 0.05
H -1.5020 2.5615 -0.2555 0.04 0.39 -0.17 0.05
H 1.2596 3.9685 0.0490 0.01 0.01 0.41 0.04
H -0.3387 4.6049 0.6943 0.34 0.20 0.03 0.06
Br 4.1957 -0.6374 -0.9149 0.02 0.19 0.26 0.66
C 3.3008 -0.7142 0.7995 -0.74 -0.40 -0.01 -0.77
C 3.4590 0.5409 1.6543 0.21 -1.21 -1.30 -0.63
Br 2.5840 0.1273 3.3226 -0.13 0.06 0.78 0.70
H 3.6139 -1.6250 1.3071 0.48 0.20 0.03 0.04
H 2.2432 -0.8744 0.5854 0.01 0.24 -0.16 0.02
H 2.9255 1.3469 1.1629 0.13 0.28 0.29 0.05
H 4.5121 0.7294 1.8332 -0.12 0.33 0.26 0.07
```
Positions in Å, forces in eV/Å.

* total charge: +1
* gap between HOMO and LUMO: 6.0 eV



Molecular formula: C6H12Ag3BBr6F4
Method: DFT, wB97M-V/def2-TZVPD

Structure (XYZ):
```
32
Properties=species:S:1:pos:R:3:forces:R:3:lowdin_charge:R:1
Ag -12.8326 14.4341 -9.3308 -0.45 -0.19 0.17 0.56
Ag -11.3635 11.1699 -8.0276 0.10 -0.22 -0.12 0.63
Ag -14.5048 11.4166 -9.9611 0.12 0.29 0.38 0.61
B -11.6184 12.1099 -10.9224 0.98 -0.15 -2.22 -1.49
F -12.7354 12.8945 -11.1593 -1.78 0.12 -1.57 0.00
F -11.9995 10.8808 -10.3806 -0.20 -1.06 -0.51 0.01
F -10.7609 12.0377 -12.0463 -1.11 -0.26 1.29 0.10
F -11.0506 12.8016 -9.9057 2.48 0.50 2.26 -0.02
Br -10.5807 15.6650 -9.9034 0.49 1.03 -0.26 0.68
C -9.0952 15.0350 -11.0921 0.45 0.65 -0.62 -0.60
C -8.1674 16.2284 -11.4155 0.48 -0.96 -0.13 -0.59
Br -6.6902 15.4641 -12.5882 -0.95 0.40 0.96 0.59
H -9.4811 14.7038 -12.0562 -0.49 -0.32 0.45 0.02
H -8.6746 14.2305 -10.4887 0.23 0.27 -0.36 0.05
H -7.7165 16.6802 -10.5320 0.09 -0.11 -0.23 0.06
H -8.6065 16.9818 -12.0696 -0.23 -0.23 0.30 0.05
Br -11.3030 15.7280 -14.2365 -0.08 -1.00 -0.23 0.62
C -12.0857 13.9181 -14.5995 -1.27 0.05 0.64 -0.60
C -13.5813 14.2127 -14.8671 0.39 -0.38 -0.20 -0.65
Br -14.7098 12.5391 -15.1136 0.98 1.10 0.27 0.53
H -12.0636 13.3624 -13.6620 0.41 0.21 -0.04 0.02
H -11.5235 13.3462 -15.3377 -0.12 0.58 -0.21 0.07
H -13.7514 14.8367 -15.7445 0.01 -0.30 0.02 0.05
H -13.9535 14.7379 -13.9875 -0.27 -0.28 -0.16 0.04
Br -8.1139 10.5792 -13.2133 0.26 -0.18 0.87 0.60
C -8.7582 9.5759 -11.5722 1.29 0.71 -0.99 -0.59
C -8.3173 10.3263 -10.3001 -1.03 0.39 -1.06 -0.58
Br -9.1518 9.4372 -8.6951 0.25 0.58 -0.43 0.65
H -8.2059 8.6403 -11.6602 -0.55 -0.08 0.07 0.05
H -9.7904 9.5549 -11.9219 -0.04 -0.30 1.23 0.03
H -8.6680 11.3582 -10.3194 -0.33 -0.19 0.19 0.03
H -7.2357 10.4044 -10.1903 -0.13 -0.67 0.24 0.07
```
Positions in Å, forces in eV/Å.

* total charge: +1
* gap between HOMO and LUMO (spin up / spin down): 5.7 / 6.9 eV
* multiplicity: 2



Molecular formula: C6H12AlF4N2O14S4
Method: DFT, wB97M-V/def2-TZVPD

Structure (XYZ):
```
43
Properties=species:S:1:pos:R:3:forces:R:3:lowdin_charge:R:1
Al 0.3003 -2.5474 2.5841 -0.14 0.04 -0.09 0.99
N 4.0545 -2.5124 -1.0658 -2.78 2.12 -3.63 -0.10
S 5.5641 -2.4356 -1.0417 7.35 -1.44 5.74 0.46
O 6.2093 -1.1599 -0.6994 -1.66 -2.16 -1.14 -0.14
O 6.1909 -3.3611 -1.9338 -0.09 1.09 -0.58 -0.13
F 5.6359 -3.2632 0.3199 0.34 0.64 -0.09 -0.17
S 3.9476 -1.8359 -2.6611 -4.22 1.03 -5.14 0.66
O 4.1371 -2.8029 -3.7558 -0.07 1.81 3.21 -0.20
O 4.4468 -0.4723 -2.8656 -0.79 -3.08 1.38 -0.20
F 2.3257 -1.7052 -2.6030 1.90 0.04 0.33 -0.18
N 2.8576 1.2102 5.3067 -1.11 2.74 1.37 -0.12
S 2.3109 2.6284 6.0735 -4.94 4.91 1.76 0.64
O 2.9015 3.9653 5.7383 -0.80 -4.64 0.75 -0.21
O 1.8766 2.4104 7.4612 1.85 -0.41 -2.81 -0.19
F 0.8959 2.7069 5.3288 1.30 -0.58 0.04 -0.17
S 4.3699 1.5473 5.5171 7.41 -2.87 -0.47 0.54
O 4.8941 1.6231 6.8902 -1.84 0.24 -2.76 -0.16
O 4.9145 2.4603 4.5183 -1.19 -1.19 1.40 -0.15
F 4.8958 0.0807 5.0025 -0.67 1.74 0.63 -0.19
C -6.6602 -5.4884 -1.0347 0.05 -0.28 0.08 0.00
O -6.1233 -4.4477 -1.9315 -0.64 -0.74 0.24 0.00
C -5.1252 -3.7117 -1.4541 0.83 0.54 3.99 -0.59
O -4.6338 -3.7731 -0.2979 -1.32 -0.71 -3.12 0.05
O -4.6921 -2.7400 -2.2332 0.10 0.09 -0.83 0.00
C -5.4131 -2.1900 -3.3480 -1.30 -0.51 0.16 -0.03
H -5.9770 -6.3375 -1.0138 0.42 0.46 0.49 0.10
H -7.5812 -5.9724 -1.3595 -0.06 0.83 -1.17 0.09
H -6.9575 -5.0942 -0.0629 0.84 0.18 0.02 0.10
H -5.2151 -1.1187 -3.3144 0.29 -0.30 -0.49 0.10
H -6.4904 -2.3273 -3.2546 -0.12 0.12 0.68 0.09
H -5.2692 -2.7236 -4.2875 1.02 0.31 0.00 0.10
C 1.4352 4.0211 -0.0623 0.63 -1.10 -0.08 -0.03
O 0.4076 4.1522 -1.1141 0.14 -0.04 1.68 -0.02
C -0.7120 3.3947 -0.8932 -0.10 0.12 0.59 -0.55
O -0.7903 2.5034 -0.0673 -0.04 1.08 -1.15 0.09
O -1.7599 3.7806 -1.6570 1.56 -1.55 1.29 0.00
C -1.6348 4.7427 -2.6836 0.19 0.66 -0.34 -0.05
H 1.4816 2.9904 0.2893 0.02 -0.17 -0.58 0.07
H 1.3902 4.5387 0.8959 -1.37 0.86 -0.38 0.09
H 2.4146 4.3180 -0.4374 -0.37 -0.11 -0.69 0.09
H -0.6347 4.9622 -3.0572 0.17 -0.57 0.28 0.09
H -1.9722 5.6800 -2.2410 -0.54 0.04 -0.59 0.10
H -2.2158 4.3040 -3.4948 -0.25 0.73 0.01 0.10
```
Positions in Å, forces in eV/Å.

* total charge: +1
* gap between HOMO and LUMO: 1.3 eV



ΔE to the lowest compared entry with this formula, charge and spin
In order: 0.0, 0.0, 157.3
Unit: kcal/mol
Strongest force on any atom
In order: 2.63, 3.39, 9.44
Unit: eV/Å
Calculated total energy
In order: -446214.2004, -450212.4287, -98846.8377
Unit: eV